# 1
{"formula": "C3H5ClO", "method": "ωB97M-V with the def2-TZVPD basis set", "largest_force_ev_per_a": 7.189, "e_above_lowest_kj_mol": 222.98, "homo_lumo_gap_ha": 0.36991, "spin_multiplicity": 1, "homo_energy_ev": -9.1, "smiles": "CO/C=C\\Cl", "elements": ["H", "H", "C", "C", "Cl", "H", "C", "H", "O", "H"], "positions_angstrom": [[1.444870, -0.281733, 0.170324], [-0.905639, 1.766195, -1.583363], [0.030478, -1.535066, 1.207317], [-0.228632, 1.372165, -0.912845], [-1.551461, -2.012764, 0.970189], [0.892082, -2.053207, 1.570872], [0.317210, -0.521636, 0.478998], [0.002436, 2.063930, 0.012253], [-0.625167, 0.094685, -0.421872], [0.623821, 1.107430, -1.491875]], "forces_ev_per_a": [[-2.49, -0.11, 1.17], [-1.99, 0.71, -0.92], [0.21, -0.50, 0.01], [2.23, -0.59, 3.52], [-1.74, -1.69, 1.02], [-0.38, -0.87, 0.82], [2.63, 4.30, -5.12], [-0.37, -0.98, -2.14], [0.52, -1.04, 2.09], [1.38, 0.77, -0.44]], "mulliken_charge": [0.14, 0.28, -0.14, -0.66, -0.17, 0.34, -0.03, 0.24, -0.30, 0.31]}

---

# 2
{"formula": "C3H5ClO2", "method": "ωB97M-V with the def2-TZVPD basis set", "largest_force_ev_per_a": 8.433, "e_above_lowest_kj_mol": 471.92, "homo_lumo_gap_ha": 0.36208, "spin_multiplicity": 1, "homo_energy_ev": -10.0, "elements": ["Cl", "O", "H", "H", "C", "H", "C", "O", "H", "H", "C"], "positions_angstrom": [[1.454745, -1.348103, -1.485868], [-1.370871, 0.676964, 0.429743], [0.275541, 0.104400, 1.619080], [0.284140, 1.859700, -0.937405], [0.396624, -0.648997, -0.405572], [-1.234489, 1.666877, 1.118324], [-0.420170, 0.804017, -0.654945], [1.550598, -1.802773, 1.389863], [-0.522486, -1.243311, -0.504334], [-1.144022, 0.725790, -1.545290], [0.730390, -0.794565, 0.976405]], "forces_ev_per_a": [[1.79, -0.37, -1.89], [1.39, 6.36, 3.02], [1.29, -2.58, -0.57], [-2.05, -3.11, 1.71], [-3.96, 2.04, -0.88], [-0.81, -4.75, -3.20], [0.66, 0.09, -2.01], [-5.19, 6.35, -1.95], [-0.03, -0.16, 0.25], [1.77, -0.16, 0.78], [5.14, -3.72, 4.75]], "mulliken_charge": [-0.15, -0.53, 0.16, 0.28, 0.23, 0.36, -0.41, -0.53, 0.19, 0.24, 0.15]}

---

# 3
{"formula": "C3H5ClO2P", "method": "ωB97M-V with the def2-TZVPD basis set", "largest_force_ev_per_a": 3.972, "e_above_lowest_kj_mol": 268.62, "total_charge": -1, "homo_lumo_gap_ha": 0.28238, "spin_multiplicity": 1, "homo_energy_ev": -4.1, "elements": ["C", "H", "O", "O", "H", "C", "H", "C", "P", "Cl", "H", "H"], "positions_angstrom": [[-0.941920, 0.223411, -0.228162], [0.737145, 0.234032, -1.898747], [1.291740, -0.328403, 1.179501], [2.797067, -0.621660, -0.431755], [-1.082028, 1.247987, -0.576094], [0.517806, -0.415950, -1.058604], [-0.127449, 1.346055, 1.793982], [1.653631, -0.460011, -0.021952], [-0.734606, 0.108346, 1.611741], [-2.336480, -0.708253, -0.732637], [0.268106, -1.419220, -1.392809], [-2.043011, 0.793668, 1.755537]], "forces_ev_per_a": [[3.52, -0.81, -1.66], [0.09, -0.01, -0.07], [0.48, -0.18, 0.17], [0.66, -0.15, -0.41], [-0.04, -0.21, 0.05], [-2.88, 1.29, 2.18], [0.20, 0.37, 0.28], [-0.24, 0.13, -0.39], [-0.99, 0.09, 0.37], [-0.79, -0.42, -0.37], [-0.01, -0.02, -0.06], [-0.01, -0.08, -0.10]], "mulliken_charge": [-0.14, 0.26, -0.59, -0.72, 0.35, -0.63, -0.03, 0.63, -0.11, -0.25, 0.25, -0.01]}

---

# 4
{"formula": "C3H5ClO7S2", "method": "ωB97M-V with the def2-TZVPD basis set", "largest_force_ev_per_a": 4.485, "e_above_lowest_kj_mol": 0.00, "total_charge": -2, "homo_lumo_gap_ha": 0.30654, "spin_multiplicity": 1, "homo_energy_ev": -2.8, "elements": ["O", "C", "Cl", "S", "H", "C", "H", "O", "H", "C", "H", "O", "H", "O", "O", "O", "S", "O"], "positions_angstrom": [[1.162825, 0.812579, 2.934590], [-0.724466, -0.334707, 1.034558], [0.041083, -0.246647, -2.910392], [1.725336, -0.272470, 2.161091], [-0.396857, 0.767176, 2.428934], [-0.232476, 1.252589, -2.085047], [-0.659669, 0.959641, -1.009364], [2.953706, -0.071957, 1.529855], [-1.587722, -0.752345, 0.524305], [0.543273, -0.619113, 0.838380], [0.959505, -1.243629, 0.039996], [-1.192932, 0.440053, 2.103763], [0.627185, 1.829263, -1.959490], [-1.590167, 3.532975, -2.486766], [-0.561111, 2.366915, -4.370409], [-2.594306, 1.506241, -3.337494], [-1.349224, 2.241795, -3.143111], [1.728122, -1.487958, 2.992074]], "forces_ev_per_a": [[-0.06, 1.79, 0.23], [-2.06, 0.36, 1.46], [0.61, -1.05, -0.33], [-2.68, -3.23, 1.57], [2.66, 1.59, 2.09], [-3.16, -0.52, 2.42], [0.73, 1.06, -2.57], [3.48, 1.28, -1.87], [0.35, 0.15, -0.57], [1.40, -0.39, 0.53], [-0.52, 0.33, 0.29], [-2.36, -2.08, -2.92], [1.57, 0.66, 0.08], [0.66, -0.64, 0.35], [0.10, -0.06, 0.26], [0.34, -0.46, 0.33], [-0.92, 1.16, -0.83], [-0.13, 0.06, -0.51]], "mulliken_charge": [-0.80, -0.20, -0.20, 1.15, 0.48, -0.15, -0.07, -0.66, 0.44, -0.51, 0.34, -0.54, 0.36, -0.69, -0.70, -0.68, 1.14, -0.72]}